# 1
Computed, not measured: a structure of composition C40H68F9GaNO13SSi at a distorted geometry, with ωB97M-V/def2-TZVPD.

Values from the calculation:
- Total energy: -6109.227876 hartree
- HOMO: -4.69 eV
- Spin multiplicity: 1
- Charge: -1

Element x y z (Å)
1 C -3.456 -4.750 0.910
2 C -2.034 -4.171 0.956
3 C -1.575 -3.442 -0.315
4 C -2.676 -2.617 -0.982
5 N -2.198 -1.693 -2.006
6 Ga -1.926 0.112 -1.434
7 C -0.969 0.222 0.338
8 C -0.556 1.650 0.723
9 C -0.412 1.883 2.231
10 C -0.517 3.355 2.618
11 C -0.297 3.579 4.120
12 C 1.180 3.797 4.491
13 C 1.575 3.242 5.876
14 C 2.141 4.257 6.872
15 O 3.555 4.312 6.903
16 C 4.145 4.890 5.757
17 Si -0.766 1.290 -3.201
18 C 1.027 1.682 -2.734
19 C -1.622 2.881 -3.771
20 C -0.775 0.191 -4.750
21 S -4.023 1.274 -1.242
22 O -3.809 2.673 -0.887
23 O -4.877 1.006 -2.390
24 C -5.196 0.703 0.150
25 F -5.405 -0.622 0.006
26 F -6.366 1.312 -0.040
27 C -4.741 1.000 1.620
28 F -5.550 1.925 2.157
29 F -3.484 1.475 1.640
30 C -4.742 -0.225 2.577
31 F -6.001 -0.691 2.683
32 F -3.959 -1.195 2.085
33 C -4.213 0.087 4.028
34 F -4.955 -0.577 4.931
35 F -2.946 -0.320 4.154
36 F -4.268 1.387 4.333
37 H -4.195 -4.028 1.260
38 H -3.527 -5.627 1.557
39 H -3.739 -5.070 -0.093
40 H -1.338 -4.978 1.198
41 H -1.977 -3.455 1.782
42 H -1.142 -4.150 -1.032
43 H -0.796 -2.732 -0.026
44 H -3.174 -2.045 -0.189
45 H -3.445 -3.286 -1.394
46 H -1.315 -2.022 -2.389
47 H -0.091 -0.423 0.215
48 H -1.548 -0.221 1.158
49 H -1.291 2.372 0.346
50 H 0.402 1.884 0.249
51 H 0.566 1.505 2.557
52 H -1.183 1.321 2.766
53 H -1.509 3.719 2.338
54 H 0.231 3.926 2.056
55 H -0.652 2.687 4.647
56 H -0.900 4.422 4.468
57 H 1.793 3.326 3.720
58 H 1.393 4.869 4.467
59 H 2.349 2.479 5.755
60 H 0.712 2.751 6.333
61 H 1.845 3.997 7.889
62 H 1.741 5.261 6.662
63 H 3.473 5.602 5.267
64 H 4.441 4.130 5.026
65 H 5.043 5.421 6.077
66 H 1.065 2.662 -2.250
67 H 1.626 1.743 -3.648
68 H 1.467 0.931 -2.077
69 H -2.702 2.727 -3.824
70 H -1.262 3.194 -4.756
71 H -1.439 3.700 -3.070
72 H -1.644 -0.473 -4.741
73 H 0.122 -0.423 -4.809
74 H -0.823 0.810 -5.654
75 O 1.667 -1.631 -3.204
76 C 2.564 -1.565 -3.993
77 O 2.401 -1.005 -5.212
78 C 3.582 -1.165 -6.005
79 C 4.717 -1.377 -5.008
80 C 3.987 -2.078 -3.864
81 H 3.427 -2.037 -6.643
82 H 3.707 -0.278 -6.622
83 H 5.542 -1.952 -5.423
84 H 5.097 -0.409 -4.677
85 H 3.959 -3.161 -4.004
86 H 4.374 -1.859 -2.872
87 O 8.665 4.262 5.524
88 C 8.346 4.662 6.602
89 O 7.628 5.802 6.767
90 C 7.461 6.100 8.161
91 C 7.652 4.768 8.880
92 C 8.649 4.063 7.964
93 H 8.214 6.839 8.446
94 H 6.472 6.530 8.296
95 H 7.989 4.888 9.907
96 H 6.709 4.220 8.890
97 H 9.686 4.301 8.212
98 H 8.537 2.983 7.926
99 O -6.251 -9.337 3.029
100 C -6.303 -8.177 3.315
101 O -5.657 -7.226 2.605
102 C -5.811 -5.936 3.223
103 C -7.072 -6.055 4.075
104 C -7.041 -7.527 4.473
105 H -4.921 -5.736 3.824
106 H -5.880 -5.184 2.443
107 H -7.079 -5.361 4.913
108 H -7.950 -5.855 3.460
109 H -6.457 -7.701 5.379
110 H -8.019 -7.984 4.594
111 O 3.652 -5.429 -6.720
112 C 2.477 -5.203 -6.746
113 O 1.990 -3.947 -6.839
114 C 0.552 -3.941 -6.739
115 C 0.130 -5.350 -7.143
116 C 1.318 -6.181 -6.664
117 H 0.284 -3.700 -5.709
118 H 0.175 -3.158 -7.390
119 H -0.825 -5.640 -6.711
120 H 0.048 -5.416 -8.229
121 H 1.215 -6.486 -5.621
122 H 1.529 -7.061 -7.267
123 O 3.006 1.938 -5.543
124 C 2.231 2.465 -6.285
125 O 1.275 3.310 -5.842
126 C 0.403 3.698 -6.912
127 C 1.218 3.485 -8.186
128 C 2.101 2.305 -7.790
129 H -0.485 3.063 -6.877
130 H 0.103 4.729 -6.743
131 H 0.595 3.307 -9.060
132 H 1.837 4.362 -8.381
133 H 1.615 1.345 -7.976
134 H 3.085 2.298 -8.253

# 2
Computed, not measured: a cluster of 4 separate species, C40H68FN3O8PS in total at a distorted geometry, with ωB97M-V/def2-TZVPD.

Values from the calculation:
- Total energy: -3170.085836 hartree
- HOMO: -10.24 eV
- Spin multiplicity: 1
- Charge: +1

Element x y z (Å)
1 C 4.704 1.122 3.071
2 C 4.760 -0.312 2.434
3 O 3.722 -0.589 1.488
4 C 2.500 -0.911 2.157
5 C 1.191 -0.539 1.363
6 C 1.076 0.944 0.820
7 N 1.925 1.801 1.687
8 C 1.329 2.273 2.744
9 C 0.806 1.460 3.973
10 C 1.142 3.844 2.844
11 C -0.456 1.290 0.693
12 C -1.448 0.266 0.026
13 O -2.641 0.180 0.813
14 C -3.795 0.371 0.035
15 C -4.206 -0.659 -0.913
16 C -5.414 -0.480 -1.720
17 C -5.833 -1.646 -2.695
18 C -6.242 0.730 -1.659
19 C -5.822 1.756 -0.700
20 C -4.631 1.571 0.146
21 C -4.321 2.732 1.165
22 C -3.371 3.843 0.552
23 C -3.849 2.198 2.593
24 N -0.328 2.653 0.067
25 C 0.765 2.769 -0.640
26 C 1.099 4.111 -1.327
27 C 1.597 5.201 -0.286
28 F -0.044 4.691 -1.951
29 C 1.552 1.357 -0.631
30 N 0.959 0.733 -1.844
31 C 1.117 -0.484 -1.940
32 S 1.563 -2.003 -2.219
33 P 3.435 1.409 -0.999
34 C 4.141 3.100 -0.538
35 C 3.772 1.261 -2.834
36 C 3.030 2.285 -3.777
37 H 5.685 1.412 3.548
38 H 3.951 1.184 3.913
39 H 4.426 1.936 2.355
40 H 4.817 -1.058 3.271
41 H 5.744 -0.382 1.890
42 H 2.527 -0.526 3.211
43 H 2.482 -2.042 2.258
44 H 0.350 -0.660 2.111
45 H 1.030 -1.353 0.613
46 H -0.011 0.730 3.752
47 H 1.700 0.986 4.469
48 H 0.393 2.170 4.745
49 H 0.588 4.071 3.802
50 H 0.510 4.245 2.020
51 H 2.139 4.346 2.949
52 H -1.019 1.550 1.641
53 H -1.688 0.678 -1.000
54 H -1.027 -0.755 -0.147
55 H -3.613 -1.603 -1.031
56 H -5.333 -2.582 -2.341
57 H -6.935 -1.787 -2.521
58 H -5.611 -1.401 -3.764
59 H -7.142 0.852 -2.312
60 H -6.440 2.686 -0.633
61 H -5.318 3.225 1.352
62 H -3.032 3.542 -0.479
63 H -2.478 3.971 1.239
64 H -3.886 4.843 0.529
65 H -4.200 1.142 2.709
66 H -4.344 2.869 3.350
67 H -2.743 2.308 2.743
68 H -0.939 3.470 0.163
69 H 1.886 4.066 -2.115
70 H 2.215 5.992 -0.794
71 H 0.715 5.648 0.246
72 H 2.258 4.761 0.505
73 H 5.260 2.966 -0.612
74 H 3.907 3.402 0.508
75 H 3.894 3.883 -1.306
76 H 3.522 0.200 -3.128
77 H 4.880 1.358 -3.024
78 H 3.515 3.291 -3.656
79 H 3.215 1.993 -4.853
80 H 1.922 2.326 -3.655
81 O -6.807 -4.135 -0.541
82 C -5.960 -4.494 0.235
83 O -4.664 -4.207 -0.007
84 C -3.608 -4.410 0.940
85 C -3.080 -5.828 0.871
86 C -6.310 -5.343 1.429
87 H -3.923 -4.130 1.947
88 H -2.814 -3.714 0.661
89 H -3.847 -6.555 1.131
90 H -2.237 -5.958 1.553
91 H -2.751 -6.063 -0.144
92 H -6.347 -6.389 1.125
93 H -7.292 -5.039 1.790
94 H -5.625 -5.228 2.267
95 O -3.411 -8.760 1.570
96 C -2.941 -9.331 0.619
97 O -3.572 -9.282 -0.568
98 C -3.009 -9.752 -1.800
99 C -3.257 -11.235 -1.984
100 C -1.705 -10.180 0.756
101 H -1.951 -9.491 -1.872
102 H -3.517 -9.201 -2.593
103 H -2.776 -11.823 -1.201
104 H -2.877 -11.570 -2.951
105 H -4.325 -11.450 -1.932
106 H -1.991 -11.175 1.098
107 H -1.053 -9.720 1.497
108 H -1.122 -10.260 -0.159
109 O 4.611 5.761 -2.770
110 C 5.766 6.065 -2.598
111 O 6.629 5.159 -2.109
112 C 8.051 5.348 -2.052
113 C 8.455 6.081 -0.790
114 C 6.240 7.474 -2.833
115 H 8.418 5.837 -2.956
116 H 8.488 4.349 -2.044
117 H 8.026 7.083 -0.753
118 H 9.541 6.167 -0.727
119 H 8.093 5.548 0.092
120 H 6.043 8.072 -1.942
121 H 5.682 7.889 -3.672
122 H 7.292 7.546 -3.099